The following is a quantum chemistry calculation of one molecule with the formula C6H13N3 at a distorted geometry, from OMol25.

Output
* highest occupied orbital energy: -8.471 eV
* net charge: 0
* SMILES string: [H]/N=C(/C)C/C(=N\[H])N(C)C

XYZ file:
```
22
Properties=species:S:1:pos:R:3:forces:R:3
C -0.1947 0.2280 0.5546 -4.9 -0.8 -1.7
H 0.7322 -1.5376 -0.1328 -0.3 0.0 -0.3
C 2.2749 0.1017 0.0177 -1.5 -1.8 0.0
H -3.0633 -1.7988 -0.4980 0.2 0.5 0.1
H -2.0001 -1.9530 0.9211 -0.2 -0.3 -0.1
C 0.6533 -0.4763 -0.3623 6.6 1.2 0.8
N 2.9268 -0.3292 1.0271 -0.7 0.5 -0.5
N -0.1521 1.0292 1.5105 -0.4 -0.4 -0.6
C -2.7192 0.7112 0.0700 -0.1 0.0 0.6
H 2.8075 0.7112 -1.9572 -0.1 0.1 0.0
H 2.3688 -0.9650 1.6092 0.1 0.0 -0.3
C 2.8928 1.0849 -0.9331 0.0 -0.2 0.0
H -2.9861 0.6810 1.1381 -0.1 0.2 -0.1
H 3.9532 1.2347 -0.7097 -0.2 0.0 0.1
N -1.6488 -0.2227 -0.2363 1.3 2.2 1.3
H 0.7782 1.3263 1.8140 0.0 -0.3 -0.3
H -1.4083 -2.2422 -0.7494 0.1 0.0 0.2
H -2.4250 1.7362 -0.1813 0.0 -0.2 0.1
H 2.3651 2.0406 -0.8716 0.0 0.0 -0.1
C -2.0480 -1.6096 -0.1239 0.5 -0.4 0.4
H 0.5287 -0.2358 -1.4148 -0.5 -0.2 0.2
H -3.6357 0.4853 -0.4919 0.3 -0.1 -0.1
```
Positions in Å, forces in eV/Å.

Results of the Mulliken charge analysis, in e, for atoms 1 through 5: atom 1 (C): 0.46, atom 2 (H): 0.33, atom 3 (C): 0.45, atom 4 (H): 0.38, atom 5 (H): 0.30

The following is a quantum chemistry calculation of a 7-piece molecular cluster, C42H40F6NO overall, from OMol25.

Output
* highest occupied orbital energy: -11.057 eV
* net charge: +1

XYZ file:
```
90
Properties=species:S:1:pos:R:3:forces:R:3
H 1.7358 -3.7160 -4.2334 0.0 0.0 0.0
H -4.9440 2.8935 -0.4725 0.0 0.0 0.0
F -2.4916 3.1197 1.5890 0.1 0.0 0.0
C 2.1029 -0.0690 0.0020 0.3 -0.1 -0.1
H 7.6727 -3.9940 -0.3014 0.0 0.0 0.0
C -4.7382 4.9980 -0.1471 0.1 0.0 0.0
C -2.5303 4.1785 3.7048 0.1 0.1 0.0
F -1.5879 -1.7877 -6.8005 0.0 0.0 0.0
C 4.8860 -3.1471 5.3057 0.0 0.0 0.0
H 0.6358 -1.5550 -0.5627 -0.3 0.0 0.4
H 3.5944 -0.0325 5.6545 0.0 0.0 0.0
H -7.9173 5.3636 -2.3086 0.0 0.0 0.0
H -1.6267 1.0739 -3.3523 0.0 0.0 0.0
H 0.1431 -7.4757 -2.9038 0.0 0.0 0.0
C -0.2016 0.8259 1.5104 0.0 -0.1 0.3
H -4.1078 3.1428 6.5201 0.0 0.0 0.0
H 3.5034 -2.6482 2.2532 0.0 -0.1 0.0
C -0.7939 -4.3346 -2.0580 0.0 0.0 0.1
H 4.8606 -1.7389 6.9143 0.0 0.0 0.0
H -3.8447 4.9230 0.4570 0.0 0.0 0.0
C -3.7186 2.1046 3.3245 0.0 -0.2 -0.1
C -6.4999 4.0003 -1.4524 0.0 0.0 0.0
C -0.7815 -5.7227 -2.0896 0.0 0.0 0.0
H -4.7558 1.2920 5.0116 0.0 0.0 0.0
C 0.7420 -0.4748 -0.5536 0.5 0.1 -0.5
C 7.1074 -3.0825 -0.4377 0.0 0.0 0.0
H -3.9958 1.3159 2.6372 0.0 0.0 0.0
C 3.4645 -1.2285 3.8756 0.0 0.0 0.0
C -1.9058 0.8577 -4.3778 0.0 0.0 0.0
C 4.4953 -3.3719 4.0012 0.0 0.0 0.0
C -1.9224 -0.6068 -6.2491 0.0 0.0 0.0
N -0.4364 0.1623 0.1486 0.0 -0.1 -0.1
C -6.4249 6.3930 -1.1748 0.0 0.0 0.0
C -5.3575 3.8738 -0.6744 0.0 0.0 0.0
H -1.9025 4.9698 3.3178 0.0 0.0 0.0
H 4.7254 -1.1659 1.0154 0.1 0.1 0.1
H 2.7921 -0.8811 -0.2299 0.0 0.1 0.0
C 3.8459 -0.9744 5.1854 0.0 0.0 0.0
H -2.8706 2.7541 -4.6681 0.0 0.0 0.0
H 2.9094 -0.5114 3.2870 0.1 0.0 0.2
C -2.6122 0.3168 -7.0085 0.0 0.0 0.0
H -2.8713 0.0846 -8.0322 0.0 0.0 0.0
H -0.8028 1.7364 1.5283 0.0 0.0 -0.1
H 5.4356 -3.9086 5.8415 0.0 0.0 0.0
H 1.7624 -6.2052 -4.2703 0.0 0.0 0.0
H 2.4888 0.8279 -0.4973 -0.1 0.1 0.1
H -6.8229 7.3829 -1.3506 0.0 0.0 0.0
C -3.7724 3.1399 5.4923 0.0 0.0 0.0
C 5.4556 -1.4887 0.2846 -0.1 0.0 -0.1
H 1.5849 2.1002 1.2919 -0.1 -0.1 -0.2
H -1.4945 -6.2770 -1.4947 0.0 0.0 0.0
H 5.9977 -3.2529 1.3830 0.0 0.0 0.0
C 4.5568 -1.9339 5.8948 0.0 0.0 0.0
C 0.1210 -3.6597 -2.8356 0.0 0.0 0.0
C 1.0460 -5.6816 -3.6525 0.0 0.0 0.0
H -3.5002 2.2620 -7.0066 0.0 0.0 0.0
C -2.9209 3.1390 2.8907 0.0 0.0 0.1
C -4.1400 2.1023 4.6459 0.0 0.1 0.0
F 0.1155 -2.2899 -2.8089 0.0 -0.1 0.1
H -1.4490 -1.4774 4.1194 -0.4 0.0 0.1
C 7.3163 -2.3081 -1.5623 0.0 0.0 0.0
C -7.0283 5.2600 -1.7012 0.0 0.0 0.0
H -6.9790 3.1219 -1.8630 0.0 0.0 0.0
C -2.9546 1.5293 -6.4277 0.0 0.0 0.0
H -0.8972 0.8136 -0.4867 0.1 0.2 0.1
C -1.5606 -0.3639 -4.9393 0.0 0.0 0.1
H 0.7033 -0.1603 -1.5955 -0.1 -0.1 0.0
F 4.8132 -4.5428 3.4129 0.0 0.0 0.0
H 6.8279 -0.5583 -2.6847 0.0 0.0 0.0
C 6.6250 -1.1350 -1.7929 0.0 0.0 0.0
H -2.6903 4.9829 5.6800 0.0 0.0 0.0
C -2.9732 4.1733 5.0212 0.0 -0.1 0.0
C 5.6847 -0.7304 -0.8565 0.0 -0.1 0.0
H -1.0235 -1.1190 -4.3848 0.0 0.0 0.0
C 0.1368 -6.3948 -2.8830 0.0 0.0 0.0
H -1.5016 -3.7892 -1.4471 0.0 0.0 0.0
F -4.6918 7.3295 0.1070 0.0 0.0 0.0
C 1.0429 -4.2940 -3.6375 0.1 0.0 0.0
H 5.1333 0.1871 -1.0231 0.0 0.0 0.0
C -2.6027 1.8055 -5.1134 0.0 0.0 0.0
C -1.2408 -0.7735 3.3495 0.6 -0.4 0.2
F 8.2261 -2.7095 -2.4660 0.0 0.0 0.0
H 1.3588 1.3053 2.8395 0.1 0.0 0.0
O 2.1146 0.1009 1.4016 -0.4 0.0 -0.3
C 6.1694 -2.6616 0.4929 0.0 0.0 0.0
C -0.7002 -0.0981 2.5237 -0.3 0.4 -0.2
C -5.2885 6.2365 -0.4075 0.0 0.0 0.0
C 3.7914 -2.4343 3.2742 -0.1 -0.1 -0.1
H -1.1200 -0.5749 0.3246 -0.1 0.0 0.0
C 1.2700 1.1608 1.7623 0.2 0.2 0.3
```
Positions in Å, forces in eV/Å.

Results of the Mulliken charge analysis, in e, for atoms 1 through 5: atom 1 (H): 0.43, atom 2 (H): 0.36, atom 3 (F): -0.37, atom 4 (C): -0.50, atom 5 (H): 0.46

The following is a quantum chemistry calculation of one molecule with the formula C5H13NOS at a distorted geometry, from OMol25.

Output
* highest occupied orbital energy: -8.276 eV
* net charge: 0
* SMILES string: CN[C@H](CO)CCS

XYZ file:
```
21
Properties=species:S:1:pos:R:3:forces:R:3
H -0.1882 3.2748 -0.0753 0.0 -0.3 0.0
C -0.7497 -1.1001 0.0109 0.8 0.5 0.8
O 2.3670 0.4619 -1.3584 0.0 0.0 -0.2
C 0.4767 2.4378 0.2071 -0.8 1.0 -1.3
C -1.6176 -0.8781 1.2454 0.1 -1.2 -0.6
H -0.3183 1.3481 -1.3082 0.0 0.0 -0.6
H -1.3458 -0.9840 -0.8904 -0.1 -0.2 -0.1
H 0.6949 -0.5006 -2.1011 0.2 -0.1 -0.5
C 0.4065 -0.0798 -0.0503 0.6 -1.0 -1.8
H 1.0383 -0.1623 0.8325 -0.3 0.6 0.4
H -2.0047 0.1348 1.2169 -0.1 0.0 0.4
N -0.1225 1.2316 -0.3377 -0.4 0.2 1.8
H -1.0547 -1.1346 2.1382 0.1 0.6 0.2
H 1.4040 2.6810 -0.3143 0.5 -0.1 0.7
S -3.0229 -2.0585 1.2724 -0.3 0.1 0.1
H -0.2949 -2.0928 0.0708 -0.3 -0.1 -0.2
C 1.3583 -0.5144 -1.2360 -1.5 0.5 1.2
H 3.2218 0.0453 -1.3932 0.4 -0.2 -0.1
H 0.4700 2.5382 1.2887 0.5 -0.7 0.1
H 1.6958 -1.5356 -1.0749 0.4 0.0 -0.1
H -2.4140 -3.1127 1.8568 0.1 0.3 -0.2
```
Positions in Å, forces in eV/Å.

Results of the Mulliken charge analysis, in e, for atoms 1 through 5: atom 1 (H): 0.35, atom 2 (C): -0.73, atom 3 (O): -0.47, atom 4 (C): -0.97, atom 5 (C): -0.76

The following is a quantum chemistry calculation of a 2-piece molecular cluster, C6H12INOS2 overall at a distorted geometry, from OMol25.

Output
* highest occupied orbital energy (alpha / beta): -8.701 / -7.606 eV
* net charge: 0

XYZ file:
```
23
Properties=species:S:1:pos:R:3:forces:R:3
H -2.0132 3.1985 -0.6103 1.7 0.7 -1.7
C 2.3441 1.3705 -0.7337 -3.2 1.4 -4.1
H 1.7597 0.5748 -1.2574 -0.1 0.1 0.9
O 3.2054 0.9533 0.1475 2.3 -0.8 3.4
H -0.3145 -2.5723 -0.7641 -0.8 1.5 1.1
C -0.3736 0.3637 0.6923 -1.1 1.2 -0.4
C -0.9495 -1.8217 -0.1315 -0.1 -1.8 -2.5
H -2.1247 2.8155 1.0454 -0.9 0.2 -0.4
H -3.5795 3.1289 -0.1125 -0.5 -0.1 0.8
H 0.9179 -2.6720 1.4130 0.5 2.1 0.2
H -1.5347 -1.2183 -0.8154 0.1 0.2 -0.5
H 2.8177 1.8378 -1.6363 0.2 0.1 1.0
C -0.1196 -0.9035 0.6728 0.7 -1.8 0.1
H 2.0065 -1.1536 1.3878 0.5 0.2 -0.4
H 2.8859 0.9125 1.0854 -0.1 0.1 -1.3
S 0.3146 1.6806 1.4127 0.5 1.1 0.3
C -2.6107 2.6666 0.0443 -0.3 -0.9 1.7
C 1.0078 -1.5131 1.5068 -2.6 -1.7 1.9
H 0.6293 -1.2267 2.5575 1.1 -0.8 -1.2
N -2.5854 1.2610 -0.2872 0.6 -0.3 -0.7
I -4.0872 0.1965 0.5369 -0.1 0.0 0.3
S 1.0676 2.7010 -0.2498 0.9 -1.0 0.3
H -1.7436 -2.4748 0.2480 0.5 0.2 1.1
```
Positions in Å, forces in eV/Å.

Results of the Mulliken charge analysis, in e, for atoms 1 through 5: atom 1 (H): 0.32, atom 2 (C): -0.38, atom 3 (H): 0.26, atom 4 (O): -0.52, atom 5 (H): 0.30

The following is a quantum chemistry calculation of one molecule with the formula C5H8S at a distorted geometry, from OMol25.

Output
* highest occupied orbital energy: -8.663 eV
* net charge: 0
* SMILES string: C=C(C=S)CC

XYZ file:
```
14
Properties=species:S:1:pos:R:3:forces:R:3
H -2.1000 -0.5484 1.0338 -1.3 0.6 0.3
H -1.8279 -1.2475 -1.7121 0.0 0.7 0.8
H -1.4970 -2.7785 -1.1098 -0.5 1.7 1.5
H -0.8610 1.5510 -0.1444 -2.2 1.0 -0.1
H 1.1016 -1.9004 1.3114 -0.4 -1.4 0.3
H 2.0364 -0.4631 0.7050 -1.7 -0.5 0.3
C -1.4156 -1.1643 0.5134 1.4 -0.4 1.2
C -0.0987 -0.3576 0.5014 -0.7 -1.4 -0.7
H -1.2649 -2.0485 1.1671 0.1 0.7 0.0
H -3.0226 -1.9963 -0.7299 -0.3 0.2 0.5
C 1.0181 -0.9651 0.8471 3.0 1.4 -0.1
C -1.9659 -1.7578 -0.7381 0.7 -2.1 -3.6
C -0.0085 1.0015 0.0292 3.6 0.6 -1.3
S 1.3912 1.8057 -0.4650 -1.8 -1.0 0.8
```
Positions in Å, forces in eV/Å.

Results of the Mulliken charge analysis, in e, for atoms 1 through 5: atom 1 (H): 0.42, atom 2 (H): 0.32, atom 3 (H): 0.27, atom 4 (H): 0.38, atom 5 (H): 0.31

The following is a quantum chemistry calculation of a 2-piece molecular cluster, C4H15N2O overall at a distorted geometry, from OMol25.

Output
* highest occupied orbital energy (alpha / beta): -2.685 / -10.126 eV
* expectation value of S²: 0.751
* net charge: 0
* multiplicity: 2

XYZ file:
```
22
Properties=species:S:1:pos:R:3:forces:R:3
H 0.0160 -2.1389 0.8042 0.9 1.8 0.9
H -2.4118 0.3127 -1.1373 -1.6 -1.1 -0.2
C 0.9095 -0.4022 -1.5550 0.3 -2.8 1.2
H 0.0743 0.8214 1.6732 0.5 -0.3 -0.4
C -0.6217 -0.6654 -1.6093 -1.0 -2.3 -3.2
C 1.5217 -0.8620 -0.2266 0.9 2.0 3.7
H 2.2269 0.0029 0.1813 -1.0 -1.9 -0.9
H 2.1363 -1.7529 -0.3674 0.0 0.0 0.1
C 0.6720 -1.2170 1.1197 -1.3 -1.4 -3.4
O -0.7920 2.7796 1.3545 -3.9 1.0 -0.1
H -1.4499 3.5603 1.4806 0.6 -2.2 -0.3
H 1.2483 0.6337 -1.5727 -0.8 0.1 -1.1
H -0.4368 -0.2353 2.7114 -0.8 -0.8 0.3
H -0.7855 -0.9636 -2.7387 -0.3 2.0 1.2
N -0.2791 -0.1638 1.6945 1.2 0.1 -2.2
H -1.2214 1.1756 -1.4558 0.1 0.1 1.3
N -1.4519 0.3131 -0.9183 2.2 2.4 -1.6
H -1.1358 -1.6123 -1.3445 1.7 -0.3 1.1
H -0.0585 3.3158 1.4752 3.3 1.1 0.4
H 1.4894 -1.1246 -2.2725 -1.4 2.0 0.5
H 1.3934 -1.6423 1.7679 0.4 0.3 1.3
H -1.0432 -0.1349 0.9356 0.1 0.3 1.4
```
Positions in Å, forces in eV/Å.

Results of the Mulliken charge analysis, in e, for atoms 1 through 5: atom 1 (H): 0.15, atom 2 (H): 0.26, atom 3 (C): -0.37, atom 4 (H): 0.24, atom 5 (C): -0.82